Record 1
Density functional theory data (the ωB97M-V functional and the def2-TZVPD basis) for C25H26IrN3O6S as an isolated structure.

Summary:
<S²> = 0.75
lowest unoccupied orbital energy (spin up / spin down) = -3.3463 / -4.8841 eV

Geometry as ORCA input:
```
! RIJCOSX wB97M-V def2-TZVPD def2/J DEFGRID3
* xyz 1 2
Ir 0.5447 0.1300 -0.1393
C 3.4695 0.8554 2.9577
O 2.8449 2.0852 3.3450
C 1.5238 2.3187 3.2138
C 1.0380 3.3758 3.9727
C -0.3096 3.7202 3.9878
C -1.2001 3.0151 3.2106
C -0.7282 1.9772 2.3984
C -1.6704 1.3331 1.5203
N -1.3757 0.5617 0.5375
N -2.4372 0.1727 -0.2717
C -1.9783 -0.4279 -1.3183
O -0.6884 -0.6773 -1.4538
C -2.8692 -0.9277 -2.3791
C -2.4474 -1.9697 -3.2002
C -3.2748 -2.4252 -4.2142
C -4.5102 -1.8265 -4.4212
C -4.9255 -0.7793 -3.6082
C -4.1117 -0.3327 -2.5813
C 0.6233 1.6124 2.3977
O 1.0461 0.5612 1.6720
H 4.4271 0.8619 3.4696
H 3.6394 0.8091 1.8861
H 2.8833 -0.0037 3.2775
H 1.7531 3.9133 4.5822
H -0.6508 4.5282 4.6202
H -2.2544 3.2626 3.2044
H -2.7236 1.5741 1.6335
H -1.4745 -2.4170 -3.0429
H -2.9536 -3.2394 -4.8503
H -5.1511 -2.1749 -5.2207
H -5.8837 -0.3072 -3.7797
H -4.4267 0.4759 -1.9355
O 4.1448 1.5915 -0.5444
C 2.9649 1.3964 -0.5730
O 2.4053 0.1923 -0.6975
C 1.9481 2.5091 -0.5191
C 2.3084 3.8320 -0.3956
C 1.3066 4.7893 -0.3652
C -0.0114 4.3881 -0.5265
C -0.2998 3.0438 -0.6469
N 0.6647 2.1160 -0.6037
H 3.3600 4.0752 -0.3344
H 1.5501 5.8353 -0.2352
H -0.8188 5.1059 -0.5542
H -1.3109 2.6947 -0.7959
C 1.6317 -4.4460 1.7501
C 1.3321 -4.3421 0.2639
S 0.1953 -3.0511 -0.2245
O 0.9631 -1.8088 0.3387
C -1.2203 -3.3371 0.8767
C -1.1929 -2.5371 2.1727
H 2.4286 -5.1741 1.8968
H 0.7673 -4.7838 2.3202
H 1.9716 -3.4894 2.1435
H 0.9030 -5.2565 -0.1532
H 2.2323 -4.1013 -0.3043
H -1.2407 -4.4129 1.0590
H -2.0908 -3.0799 0.2710
H -0.4572 -2.9235 2.8743
H -2.1785 -2.5906 2.6340
H -0.9577 -1.4917 1.9957
*
```

Atom charges from the natural (NBO) analysis, given in e for atoms 1 to 6:
1. Ir 1.62
2. C -0.24
3. O -0.49
4. C 0.26
5. C -0.20
6. C -0.21



Record 2
Density functional theory data (the ωB97M-V functional and the def2-TZVPD basis) for a 2-piece molecular cluster, CHF2O3 overall.

Summary:
<S²> = 2.02
lowest unoccupied orbital energy (spin up / spin down) = -5.8496 / -10.4619 eV

Geometry as ORCA input:
```
! RIJCOSX wB97M-V def2-TZVPD def2/J DEFGRID3
* xyz 1 3
C -3.1569 -0.1149 -0.0392
O -1.4847 1.4001 -0.2517
O -2.7244 1.0513 0.1004
O 0.0384 -0.4674 0.0704
F -2.5155 -1.1652 -0.3616
F -4.3616 -0.2903 0.2327
H 0.4200 0.2408 -0.4866
*
```

Atom charges from the natural (NBO) analysis, given in e for atoms 1 to 6:
1. C 1.22
2. O -0.13
3. O -0.14
4. O -0.08
5. F -0.18
6. F -0.16



Record 3
Density functional theory data (the ωB97M-V functional and the def2-TZVPD basis) for C5H10O in the gas phase.

Summary:
lowest unoccupied orbital energy = 1.1237 eV

Geometry as ORCA input:
```
! RIJCOSX wB97M-V def2-TZVPD def2/J DEFGRID3
* xyz 0 1
C -1.5349 0.7709 -0.8322
C -0.7229 -0.1087 0.0875
C -1.2476 -0.3181 1.4886
C 1.5068 -0.4422 0.3682
O 0.6094 0.4643 0.0379
C 2.6565 -0.2358 -0.5485
H -0.9530 0.9514 -1.7430
H -1.7569 1.7360 -0.3677
H -2.4617 0.2586 -1.1001
H -0.6043 -1.0878 -0.3842
H -1.2444 0.6091 2.0683
H -0.6366 -1.0630 2.0067
H -2.2741 -0.6922 1.4147
H 3.5932 -0.5965 -0.1306
H 2.3471 -0.9814 -1.3084
H 2.7236 0.7352 -1.0570
*
```

Atom charges from the natural (NBO) analysis, given in e for atoms 1 to 6:
1. C -0.62
2. C 0.10
3. C -0.64
4. C 0.27
5. O -0.53
6. C -0.77



Record 4
Density functional theory data (the ωB97M-V functional and the def2-TZVPD basis) for a 15-piece molecular cluster, C38H46BrCl56F4O5P2S overall.

Summary:
lowest unoccupied orbital energy = 0.9529 eV

Geometry as ORCA input:
```
! RIJCOSX wB97M-V def2-TZVPD def2/J DEFGRID3
* xyz -1 1
C -2.4680 -0.5634 1.9438
C -1.3949 -1.3911 1.2343
O -1.7039 -1.4723 -0.1712
P -0.4915 -1.8782 -1.1450
O 0.0910 -3.2009 -0.8933
C 0.5962 -0.4414 -1.2469
C 2.0668 -0.7203 -1.5744
P 3.3514 -0.3769 -0.2466
Br 2.1115 -1.6203 1.4153
C 4.4081 -1.9599 -0.7718
F 3.8055 -3.1568 -0.5930
F 5.5206 -1.9763 0.0289
C 4.9163 -1.9019 -2.2457
F 6.2208 -1.5527 -2.2956
F 4.8282 -3.1362 -2.8337
O 2.5767 1.0699 0.2933
C 3.0793 2.2438 -0.3327
C 2.0560 2.7085 -1.3843
C 4.4868 1.9274 -0.8895
C 5.6638 1.9771 0.1250
C 5.4522 2.7218 1.4685
C 5.4209 1.7462 2.6517
S 5.7370 2.5917 4.2352
C 4.8525 2.6208 -2.2142
C 5.5518 4.0007 -2.1388
C 5.0604 4.9931 -1.0687
C 6.2704 5.5009 -0.2366
C 4.3225 6.2272 -1.6644
C 2.9612 6.5310 -1.0158
C 1.7826 6.1286 -1.8662
C 0.5814 5.7423 -1.4326
C -0.4724 5.2499 -2.4007
C 0.1833 5.7249 0.0271
O 4.3791 0.5391 -1.2743
O -1.2317 -1.8157 -2.5831
C -2.3641 -2.6851 -2.7492
C -3.6800 -1.9182 -2.6450
H -3.3591 -0.4556 1.3261
H -2.0837 0.4388 2.1557
H -2.7089 -1.0109 2.9101
H -0.4100 -0.9518 1.4084
H -1.3516 -2.4079 1.6337
H 0.4699 0.1676 -0.3496
H 0.1545 0.1401 -2.0663
H 2.1610 -1.7725 -1.8711
H 2.3876 -0.1318 -2.4354
H 4.2756 -0.2458 0.8224
H 4.3435 -1.2224 -2.8694
H 3.0430 3.0139 0.4436
H 2.3191 3.6893 -1.7971
H 1.9895 2.0090 -2.2179
H 1.0979 2.8025 -0.8704
H 5.8729 0.9336 0.3644
H 6.5710 2.3545 -0.3550
H 6.2996 3.3940 1.6368
H 4.5646 3.3532 1.4731
H 4.4851 1.1885 2.6814
H 6.2435 1.0379 2.5383
H 4.5082 2.6156 4.7669
H 3.9950 2.6919 -2.8821
H 5.5512 1.9343 -2.7019
H 5.4133 4.4696 -3.1188
H 6.6283 3.8321 -2.0572
H 4.3781 4.5284 -0.3532
H 6.9561 4.6717 -0.0524
H 5.9417 5.8814 0.7346
H 6.7955 6.2822 -0.7895
H 4.2043 6.1184 -2.7462
H 4.9534 7.0994 -1.4762
H 2.8782 7.6060 -0.8068
H 2.8871 6.0340 -0.0427
H 1.9512 6.1333 -2.9446
H -1.3749 5.8581 -2.2854
H -0.1003 5.3986 -3.4165
H -0.6796 4.1958 -2.2049
H -0.1291 6.7237 0.3462
H 0.9997 5.4002 0.6759
H -0.6496 5.0342 0.1809
H -2.3406 -3.5055 -2.0293
H -2.2698 -3.1263 -3.7443
H -4.0667 -1.6088 -3.6170
H -4.4401 -2.5755 -2.2082
H -3.6042 -1.0495 -1.9905
C -3.6802 6.0617 -5.2237
Cl -2.1690 5.2622 -5.6861
Cl -4.0596 5.6533 -3.5477
Cl -3.5353 7.8126 -5.3769
Cl -4.9769 5.4878 -6.2805
C -1.1047 -3.7149 4.9092
Cl -0.7408 -3.0459 6.5081
Cl 0.0648 -3.1360 3.7390
Cl -1.0455 -5.4864 4.9936
Cl -2.7343 -3.2127 4.4226
C -7.5493 -1.7686 -4.6217
Cl -6.6004 -0.2920 -4.4381
Cl -8.5224 -2.0249 -3.1632
Cl -8.6041 -1.6076 -6.0317
Cl -6.4703 -3.1469 -4.8440
C -2.1216 -5.2971 10.2872
Cl -2.3817 -6.9676 10.8056
Cl -2.4881 -5.1371 8.5750
Cl -3.1772 -4.2280 11.2223
Cl -0.4341 -4.8548 10.5777
C -7.3144 -3.8524 -9.2985
Cl -6.0778 -4.7776 -10.1565
Cl -7.9196 -4.7973 -7.9371
Cl -6.6214 -2.3352 -8.7199
Cl -8.6547 -3.4969 -10.3992
C -1.7857 -9.2730 14.5768
Cl -0.8582 -8.1504 13.5810
Cl -3.4937 -8.8248 14.5378
Cl -1.6108 -10.9062 13.9039
Cl -1.1934 -9.2080 16.2371
C -2.2894 -13.3577 18.0724
Cl -3.7711 -13.0110 18.9714
Cl -0.8972 -12.7568 18.9807
Cl -2.1344 -15.1030 17.8436
Cl -2.3470 -12.5557 16.5016
C 6.9066 3.3188 -6.2473
Cl 7.9942 3.4413 -4.8635
Cl 7.3396 1.9039 -7.2123
Cl 5.2441 3.1591 -5.6825
Cl 7.0537 4.7761 -7.2422
C -6.1582 -5.7773 6.1618
Cl -6.9151 -4.4275 5.3067
Cl -4.4725 -5.9102 5.6652
Cl -6.2498 -5.4921 7.9036
Cl -7.0144 -7.2744 5.7684
C 1.0088 8.8509 -6.8292
Cl -0.1150 7.6291 -6.2314
Cl 1.8658 9.5890 -5.4741
Cl 2.1837 8.0770 -7.9091
Cl 0.1024 10.0899 -7.7053
C -1.1855 1.1699 -6.8482
Cl -1.2433 0.4596 -8.4683
Cl 0.0859 2.4035 -6.7991
Cl -2.7352 1.9358 -6.4852
Cl -0.8407 -0.0695 -5.6568
C 3.5203 12.6474 -9.1816
Cl 3.8079 13.4637 -7.6414
Cl 4.8612 12.9808 -10.2846
Cl 3.3872 10.9111 -8.9097
Cl 2.0150 13.2471 -9.8906
C -4.3506 -13.4552 11.3960
Cl -3.7260 -14.8967 10.5887
Cl -3.8440 -12.0148 10.5099
Cl -6.1147 -13.5266 11.4492
Cl -3.7166 -13.3799 13.0432
C -11.7557 -4.4560 -5.8653
Cl -13.1283 -3.9496 -4.8747
Cl -10.2674 -4.2972 -4.9373
Cl -11.9743 -6.1394 -6.3591
Cl -11.6602 -3.4342 -7.3066
*
```

Atom charges from the Mulliken analysis, given in e for atoms 1 to 6:
1. C -1.27
2. C 0.57
3. O -0.23
4. P 0.64
5. O -0.75
6. C -0.71



Number 1: F_max 2.33 eV/A. Number 2: F_max 2.77 eV/A. Number 3: F_max 0.65 eV/A. Number 4: F_max 1.30 eV/A.